Entry 1:
{
  "formula": "C8H16N2",
  "method": "ωB97M-V/def2-TZVPD",
  "symbols": ["C", "C", "C", "C", "N", "C", "N", "H", "H", "H", "H", "H", "H", "H", "H", "C", "C", "C", "H", "H", "H", "H", "H", "H", "H", "H"],
  "coordinates": [[-0.6090, -0.1500, 2.9593], [-0.4358, 0.6733, 1.6927], [0.8371, 0.3988, 0.9748], [1.8564, 1.2359, 0.6555], [2.7945, 0.4829, 0.0011], [2.3239, -0.7943, -0.0038], [1.1575, -0.8792, 0.5479], [0.2661, -0.0395, 3.5942], [-0.6650, -1.2056, 2.6998], [-1.5156, 0.0808, 3.5129], [-1.3050, 0.6430, 1.0453], [-0.3795, 1.7282, 1.9813], [1.8943, 2.3025, 0.8172], [3.7240, 0.8203, -0.1787], [2.8328, -1.5853, -0.5255], [-3.1632, -1.1559, -1.8408], [-2.0783, -0.1478, -1.5539], [-1.3679, 0.4006, -2.8011], [-2.8827, -2.0390, -2.4097], [-3.9795, -0.7216, -2.4352], [-3.6271, -1.5215, -0.9177], [-2.4386, 0.6210, -0.8792], [-1.2770, -0.6294, -0.9874], [-0.3429, 0.6996, -2.5818], [-1.3907, -0.3322, -3.6083], [-1.8644, 1.2937, -3.1904]],
  "atomic_forces_ev_per_a": [[0.064, -0.667, -0.344], [0.137, 1.256, 0.517], [-0.039, -0.905, -0.174], [-0.661, 0.582, 0.262], [0.212, 0.397, 0.286], [0.423, 0.081, -0.544], [-0.586, -0.084, 0.193], [-0.004, 0.122, 0.206], [0.017, -0.132, -0.021], [-0.007, 0.265, 0.020], [-0.087, -0.447, -0.192], [-0.054, 0.084, 0.067], [0.398, -0.103, -0.094], [0.016, -0.288, -0.282], [0.168, -0.139, 0.140], [-1.226, -0.003, -0.061], [1.294, -0.632, -0.114], [-0.663, 0.564, 0.026], [0.588, -0.011, 0.005], [0.097, 0.148, 0.147], [0.107, 0.071, -0.054], [-0.219, 0.383, -0.185], [-0.165, -0.258, 0.194], [0.041, -0.161, -0.029], [0.237, -0.090, 0.066], [-0.086, -0.033, -0.035]],
  "mulliken_charge": [-1.344, 0.117, 0.589, -0.694, -0.097, -0.272, -0.527, 0.335, 0.323, 0.388, -0.106, 0.255, 0.413, 0.203, 0.434, -1.386, 0.283, -1.169, 0.351, 0.332, 0.341, 0.250, 0.068, 0.292, 0.312, 0.308],
  "largest_force_ev_per_a": 1.444,
  "relative_energy_kj_mol": 27.1,
  "multiplicity": 1,
  "smiles": "CCc1c[nH]cn1.CCC",
  "gap_ev": 9.6
}

Entry 2:
{
  "formula": "C8H16N2",
  "method": "ωB97M-V/def2-TZVPD",
  "symbols": ["C", "N", "C", "C", "C", "C", "C", "C", "N", "C", "H", "H", "H", "H", "H", "H", "H", "H", "H", "H", "H", "H", "H", "H", "H", "H"],
  "coordinates": [[-2.0078, -1.2202, -0.9485], [-0.7596, -0.6159, -0.5796], [-0.3006, -0.4152, 0.8134], [-1.5896, 0.2570, 1.4139], [-1.4600, 1.4483, 0.3749], [-0.6934, 0.7986, -0.8659], [0.9174, 0.9320, -0.8506], [1.7600, -0.3230, -0.2744], [3.0477, 0.1044, 0.1349], [1.0113, -1.1822, 0.8709], [-2.0291, -1.2968, -2.0244], [-2.0466, -2.2644, -0.5512], [-2.9412, -0.6578, -0.6208], [0.1908, 0.5506, 1.0078], [-2.4962, -0.3539, 1.3950], [-1.4897, 0.6776, 2.4123], [-2.4708, 1.9059, 0.1602], [-0.8178, 2.2858, 0.7314], [-1.0822, 1.1434, -1.8216], [1.3110, 1.0171, -1.8956], [1.0939, 1.8825, -0.3413], [1.8683, -1.0359, -1.0779], [2.8698, 0.8603, 0.7413], [3.7066, 0.3915, -0.5905], [0.9592, -2.2301, 0.5843], [1.5332, -1.0680, 1.8009]],
  "atomic_forces_ev_per_a": [[-0.988, -0.699, 1.424], [0.588, 1.247, -1.111], [-0.960, -0.501, 1.461], [0.618, 0.115, 0.407], [-1.340, 0.641, -0.402], [1.292, -0.014, -0.138], [-0.689, 0.015, -1.007], [-1.393, -0.538, -0.645], [1.115, -0.607, 0.142], [-0.294, 0.490, -0.432], [-0.011, 0.046, -0.384], [-0.150, 0.765, -0.196], [0.853, -0.599, -0.284], [0.251, -0.411, -0.789], [0.023, 0.352, -0.233], [0.192, -0.224, 0.164], [1.041, -0.518, -0.189], [-0.538, -0.589, 0.302], [-0.217, -0.231, -0.160], [-0.469, 0.229, 0.695], [0.750, -0.090, 0.171], [0.036, 0.047, -0.473], [0.542, 1.179, 0.922], [-0.623, -0.104, 0.144], [0.032, -0.030, 0.044], [0.341, 0.030, 0.567]],
  "mulliken_charge": [-0.998, 0.047, -0.133, -0.934, -0.655, -0.188, -1.011, 0.148, -0.715, -1.033, 0.359, 0.274, 0.311, 0.320, 0.313, 0.349, 0.319, 0.342, 0.503, 0.421, 0.250, 0.508, 0.272, 0.264, 0.267, 0.400],
  "largest_force_ev_per_a": 1.869,
  "relative_energy_kj_mol": 415.9,
  "multiplicity": 1,
  "smiles": "CN1[C@H]2CC[C@H]1CC(N)C2",
  "gap_ev": 9.4
}

The calculation returns the following LUMO level values, one per record and in order: 0.0306; 0.0374 Ha.